[1]
Below is a molecular structure, C44H42AsBiN2O2Se2Si, with properties calculated with ωB97M-V with the def2-TZVPD basis set.

Geometry as XYZ:
```
95
Properties=species:S:1:pos:R:3:forces:R:3
Bi -0.003 -1.384 -0.100 0.26 0.10 -0.04
Se -0.454 0.721 1.696 0.14 0.32 0.30
Se -2.451 1.866 2.218 -0.12 -0.30 -0.16
C -2.608 2.780 0.533 0.26 0.01 -0.18
C -3.672 3.656 0.374 -0.06 -0.02 0.11
C -3.775 4.319 -0.835 -0.04 0.06 -0.02
C -2.822 4.089 -1.816 0.05 -0.06 0.01
C -1.798 3.200 -1.543 -0.01 -0.06 0.02
N -1.682 2.540 -0.383 -0.14 0.07 0.06
C -0.827 -0.760 2.897 -0.15 -0.14 -0.20
C -1.117 -0.624 4.237 0.11 0.10 0.06
C -1.445 -1.775 4.943 -0.02 -0.04 0.07
C -1.461 -2.999 4.293 0.00 0.00 0.08
C -1.148 -3.041 2.947 0.17 0.15 -0.10
N -0.840 -1.935 2.261 -0.15 0.04 0.12
H -4.392 3.816 1.166 0.01 0.00 -0.03
H -4.589 5.012 -1.004 0.01 -0.01 0.00
H -2.868 4.592 -2.773 0.01 -0.01 0.03
H -1.028 3.004 -2.284 -0.15 0.08 0.14
H -1.080 0.341 4.725 -0.02 -0.01 -0.02
H -1.691 -1.711 5.995 0.03 0.00 -0.03
H -1.714 -3.909 4.819 0.00 0.02 -0.02
H -1.145 -3.972 2.394 0.01 0.01 0.01
C 2.334 -4.214 0.418 0.04 -0.02 0.01
C 3.359 -3.183 -0.075 -0.01 -0.13 -0.14
C 3.046 -2.805 -1.527 0.00 -0.07 -0.02
C 4.757 -3.826 -0.038 0.00 0.03 -0.04
Si 3.296 -1.655 1.026 -0.44 0.00 0.02
O 1.689 -1.118 0.942 0.04 0.00 -0.14
C 3.627 -2.067 2.807 0.09 -0.03 0.20
C 4.838 -2.643 3.220 -0.11 0.04 0.02
C 5.076 -2.937 4.555 -0.02 0.02 -0.04
C 4.107 -2.662 5.511 -0.01 0.00 0.01
C 2.905 -2.084 5.128 0.00 0.00 -0.05
C 2.673 -1.788 3.790 0.03 -0.04 -0.01
C 4.385 -0.285 0.417 0.24 0.14 0.00
C 5.538 0.077 1.123 -0.06 0.05 -0.07
C 6.388 1.070 0.649 -0.03 -0.02 0.01
C 6.093 1.726 -0.537 -0.01 -0.02 -0.01
C 4.944 1.394 -1.245 0.00 -0.03 0.02
C 4.104 0.395 -0.773 0.05 0.02 0.03
H 2.385 -5.122 -0.191 -0.01 0.02 0.02
H 1.295 -3.854 0.352 0.04 0.00 -0.02
H 2.507 -4.495 1.460 0.00 0.02 -0.04
H 2.971 -3.705 -2.146 0.01 0.03 0.01
H 3.814 -2.160 -1.961 -0.03 -0.01 0.02
H 2.090 -2.269 -1.644 0.01 -0.02 -0.01
H 4.812 -4.644 -0.764 -0.01 0.04 0.02
H 4.979 -4.249 0.943 -0.02 0.00 -0.03
H 5.543 -3.106 -0.290 -0.05 -0.04 0.01
H 5.616 -2.861 2.496 -0.01 0.02 0.03
H 6.020 -3.377 4.853 -0.02 0.00 -0.02
H 4.292 -2.891 6.552 0.00 0.01 -0.03
H 2.153 -1.858 5.874 0.01 0.00 -0.02
H 1.738 -1.319 3.505 0.00 -0.02 0.01
H 5.773 -0.409 2.063 0.00 0.01 -0.03
H 7.276 1.334 1.209 -0.02 -0.01 -0.02
H 6.757 2.496 -0.911 -0.02 -0.01 0.02
H 4.708 1.923 -2.162 0.01 -0.01 0.02
H 3.209 0.143 -1.335 0.00 0.01 0.00
O 0.495 0.207 -1.467 -0.04 -0.30 -0.29
As 0.588 0.691 -3.109 -0.03 -0.18 0.32
C 1.228 2.468 -2.977 0.12 0.13 0.03
C 1.188 3.368 -4.042 0.19 0.00 0.07
C 1.651 4.659 -3.852 0.00 0.01 0.00
C 2.165 5.040 -2.617 -0.01 0.01 0.01
C 2.229 4.131 -1.571 0.01 0.01 -0.01
C 1.754 2.839 -1.741 -0.04 0.14 -0.06
C -1.137 0.489 -3.897 -0.21 0.07 0.13
C -1.990 -0.485 -3.385 -0.03 0.04 -0.05
C -3.263 -0.644 -3.911 -0.01 0.01 -0.04
C -3.689 0.178 -4.945 0.00 0.00 0.01
C -2.835 1.138 -5.470 0.00 -0.01 0.00
C -1.557 1.295 -4.952 -0.02 -0.12 -0.01
C 1.809 -0.403 -4.048 0.07 -0.07 -0.10
C 1.384 -1.641 -4.528 0.14 0.03 -0.04
C 2.290 -2.454 -5.189 0.04 0.00 0.00
C 3.602 -2.027 -5.369 -0.01 -0.01 0.01
C 4.016 -0.787 -4.900 0.00 -0.03 0.00
C 3.116 0.036 -4.237 -0.01 -0.08 0.00
H 0.839 3.073 -5.021 -0.06 -0.03 -0.06
H 1.620 5.366 -4.670 0.01 -0.01 0.02
H 2.525 6.051 -2.475 0.00 -0.03 -0.01
H 2.654 4.423 -0.619 -0.03 0.00 -0.02
H 1.787 2.132 -0.924 -0.02 0.01 0.00
H -1.671 -1.137 -2.582 0.02 0.01 0.06
H -3.919 -1.410 -3.518 0.01 0.03 0.00
H -4.688 0.066 -5.347 0.04 -0.01 0.00
H -3.161 1.768 -6.288 0.01 -0.02 0.03
H -0.904 2.033 -5.390 0.02 0.08 0.02
H 0.356 -1.962 -4.408 -0.04 0.00 0.00
H 1.973 -3.415 -5.574 0.01 0.03 0.01
H 4.306 -2.664 -5.891 -0.03 0.02 0.02
H 5.036 -0.460 -5.052 -0.03 -0.01 0.00
H 3.427 1.009 -3.878 0.01 0.00 0.00
```
Positions in Å, forces in eV/Å.

* LUMO energy: -6.41 eV
* gap between HOMO and LUMO: 6.8 eV
* net charge: +2
* DFT total energy: -9504.1892 Ha
* spin multiplicity: 1
* E_HOMO: -13.261 eV
* energy above the lowest of the compared OMol25 structures with the same formula, charge and spin: 65.4 kJ/mol

[2]
Below is a molecular structure, C44H42BiBrN7O10 at a distorted geometry, with properties calculated with ωB97M-V with the def2-TZVPD basis set.

Geometry as XYZ:
```
105
Properties=species:S:1:pos:R:3:forces:R:3
Bi -0.252 -0.240 -0.362 0.04 -0.13 0.57
N 1.739 -0.710 -1.722 0.11 -0.08 -0.06
C 2.056 -2.097 -2.014 -0.29 -0.72 0.14
C 0.968 -3.114 -1.474 0.86 0.31 -0.53
O 1.227 -4.296 -1.620 0.26 -0.58 -0.12
O -0.071 -2.611 -0.969 -0.55 0.66 0.36
H 1.508 -0.140 -2.531 0.23 0.03 0.15
H 2.454 -0.203 -1.209 0.11 0.11 -0.26
H 3.006 -2.398 -1.563 -0.09 0.09 -0.12
H 2.142 -2.272 -3.093 0.02 0.03 0.17
Br -2.882 -1.692 1.619 -0.21 -0.28 0.01
C -2.232 -0.173 2.528 -0.24 0.07 0.31
C -2.939 0.400 3.572 0.13 -0.06 -0.09
C -2.384 1.534 4.148 0.00 -0.03 -0.07
C -1.182 2.034 3.672 0.09 -0.04 -0.10
C -0.563 1.370 2.618 -0.04 0.33 0.40
N -1.094 0.286 2.090 -0.10 0.14 -0.17
C 0.777 1.819 2.044 -0.08 0.28 0.71
O 1.354 2.734 2.619 -0.02 0.18 0.24
O 1.217 1.170 1.049 -0.13 -0.65 -0.57
H -3.873 -0.026 3.906 -0.03 0.01 0.02
H -2.897 2.025 4.964 -0.01 0.03 0.05
H -0.711 2.912 4.086 0.03 0.05 0.00
C -0.553 2.551 -8.858 0.07 -0.07 -0.18
O -1.156 3.078 -7.704 -0.25 0.00 0.31
C -2.239 2.432 -7.176 -0.05 0.00 0.03
C -2.703 2.921 -5.954 0.25 0.04 -0.18
C -3.780 2.348 -5.325 -0.18 -0.13 -0.11
C -4.459 1.274 -5.918 1.31 0.51 -0.43
C -4.009 0.810 -7.155 -0.27 0.00 0.60
C -2.903 1.364 -7.769 0.45 0.16 -0.22
N -5.670 0.800 -5.439 -1.32 -0.41 -0.31
N -5.957 0.618 -4.246 -1.10 -0.21 -0.36
C -5.037 0.589 -3.225 0.89 0.26 1.03
C -5.388 1.227 -2.036 0.10 -0.29 -0.74
C -4.490 1.374 -1.002 0.45 -0.04 0.24
C -3.195 0.833 -1.061 -0.35 0.36 0.11
O -2.356 0.978 -0.112 0.38 -0.19 -0.16
C -2.846 0.089 -2.247 -0.93 0.12 -0.54
N -1.633 -0.474 -2.300 0.33 -0.11 -0.06
C -1.267 -1.191 -3.330 -0.12 -0.08 -0.10
C -2.154 -1.498 -4.366 -0.29 0.12 -0.07
C -3.413 -0.953 -4.343 0.32 -0.12 -0.02
C -3.771 -0.062 -3.312 -0.09 0.04 0.34
H 0.342 3.151 -9.022 -0.06 -0.10 -0.04
H -1.206 2.635 -9.736 0.02 -0.03 0.08
H -0.266 1.502 -8.719 -0.02 0.06 -0.02
H -2.182 3.752 -5.509 0.08 0.14 0.09
H -4.119 2.752 -4.383 -0.02 -0.02 0.08
H -4.530 -0.014 -7.618 -0.13 -0.04 -0.10
H -2.574 0.960 -8.714 0.06 -0.01 -0.11
H -6.365 1.682 -1.967 -0.15 -0.02 -0.06
H -4.754 1.932 -0.116 -0.02 0.00 0.12
H -0.262 -1.575 -3.320 0.11 -0.20 -0.02
H -1.852 -2.178 -5.146 0.04 -0.04 -0.08
H -4.138 -1.228 -5.096 0.02 0.08 -0.04
C 7.750 4.460 -0.395 -0.10 -0.04 -0.02
C 6.365 3.966 -0.081 0.06 -0.16 0.13
C 6.208 2.888 0.779 0.18 -0.01 -0.03
C 4.944 2.429 1.101 -0.10 0.07 -0.01
C 3.824 3.059 0.606 -0.03 0.11 -0.03
C 3.963 4.141 -0.255 0.48 -0.20 0.32
N 2.862 4.861 -0.706 0.30 0.51 -0.51
C 1.525 4.687 -0.346 -0.47 -0.05 0.10
C 0.918 5.771 0.298 0.14 0.03 0.03
C -0.420 5.784 0.620 -0.08 0.00 -0.05
C -1.211 4.699 0.280 -0.06 0.06 0.10
C -0.630 3.620 -0.350 0.02 0.03 0.00
C 0.728 3.578 -0.670 0.01 0.17 0.19
C 1.210 2.325 -1.333 -0.13 -0.05 -0.54
O 2.377 2.111 -1.609 0.17 0.22 -0.06
O 0.245 1.493 -1.662 -0.13 0.07 0.10
C 5.243 4.580 -0.631 -0.17 0.03 -0.07
C 5.387 5.722 -1.600 -0.02 -0.17 0.14
H 8.481 3.961 0.238 0.05 -0.01 0.01
H 7.828 5.535 -0.227 0.10 0.06 -0.04
H 8.009 4.258 -1.435 0.10 0.07 -0.06
H 7.084 2.418 1.206 0.09 -0.05 0.03
H 4.828 1.592 1.774 -0.05 -0.12 0.11
H 2.842 2.746 0.906 -0.07 -0.08 0.08
H 3.080 5.844 -0.815 -0.08 -0.21 0.02
H 1.540 6.615 0.573 0.07 0.03 0.01
H -0.842 6.630 1.145 -0.01 0.08 0.00
H -2.267 4.690 0.509 -0.06 -0.04 0.04
H -1.229 2.762 -0.606 -0.05 0.04 0.01
H 4.597 5.679 -2.347 -0.05 0.08 -0.10
H 6.342 5.673 -2.116 0.05 0.08 -0.06
H 5.334 6.687 -1.087 -0.02 0.14 -0.06
O 1.606 -1.947 4.409 -0.27 -0.15 0.29
C 1.489 -1.643 3.115 0.43 0.04 0.14
O 0.465 -1.767 2.503 0.02 -0.23 -0.06
C 2.792 -1.110 2.511 -0.14 0.13 -0.13
N 3.900 -1.439 3.416 0.24 0.42 -0.05
C 4.615 -2.596 2.855 0.21 -0.42 0.07
C 3.797 -3.067 1.645 0.01 0.09 -0.03
C 3.089 -1.796 1.180 -0.01 0.02 0.25
H 2.664 -0.034 2.390 0.02 0.00 0.05
H 2.563 -1.828 4.628 -0.15 0.09 -0.27
H 4.522 -0.648 3.528 -0.13 -0.06 -0.03
H 4.687 -3.376 3.617 0.14 -0.03 -0.13
H 5.630 -2.322 2.547 -0.09 0.02 0.07
H 3.056 -3.810 1.943 -0.01 -0.04 0.00
H 4.430 -3.508 0.879 -0.02 -0.08 -0.04
H 2.170 -1.991 0.634 0.03 -0.06 -0.04
H 3.755 -1.173 0.579 -0.02 0.05 0.00
```
Positions in Å, forces in eV/Å.

* LUMO energy: 1.89 eV
* gap between HOMO and LUMO: 6.8 eV
* net charge: -1
* DFT total energy: -5626.4090 Ha
* spin multiplicity: 1
* E_HOMO: -4.961 eV
* energy above the lowest of the compared OMol25 structures with the same formula, charge and spin: 147.3 kJ/mol

[3]
Below is a molecular structure, C44H42Cl5F3N2OP2S2Sn, with properties calculated with ωB97M-V with the def2-TZVPD basis set.

Geometry as XYZ:
```
102
Properties=species:S:1:pos:R:3:forces:R:3
Sn 1.314 1.087 0.823 -0.36 0.64 -0.38
F 5.531 1.090 3.649 -0.03 -0.02 0.04
C 5.023 -0.018 4.202 0.02 0.10 -0.01
F 5.412 -0.067 5.474 -0.03 -0.01 -0.01
F 5.562 -1.070 3.565 -0.01 0.06 0.00
C 3.511 -0.031 4.094 0.01 -0.09 -0.04
C 2.727 -0.340 5.189 -0.01 0.06 0.04
C 1.336 -0.375 5.083 0.02 0.01 -0.06
C 0.768 -0.072 3.871 0.06 0.06 0.09
N 1.528 0.242 2.817 -0.02 -0.47 -0.05
C 2.873 0.244 2.883 0.10 -0.13 -0.09
S 3.635 0.620 1.353 0.19 -0.17 0.02
H 3.205 -0.549 6.136 0.00 -0.02 0.00
H 0.715 -0.620 5.931 -0.01 -0.02 0.04
H -0.304 -0.050 3.722 -0.03 0.03 -0.01
C -4.373 -2.982 -3.364 0.02 -0.02 0.01
S -4.879 -1.286 -3.012 -0.03 0.04 -0.02
C -3.660 -0.356 -3.997 -0.08 0.03 0.03
C -2.683 0.435 -3.133 -0.03 -0.07 -0.01
C -1.929 -0.469 -2.177 -0.09 0.27 -0.16
N -0.924 0.292 -1.376 0.23 -0.50 0.20
P 0.744 0.065 -1.704 -0.13 -0.34 0.12
C 0.972 0.409 -3.481 0.13 -0.06 0.04
C 0.566 -0.606 -4.361 -0.10 0.06 -0.02
C 0.622 -0.416 -5.730 -0.03 -0.03 0.06
C 1.122 0.767 -6.251 0.03 0.04 0.01
C 1.573 1.756 -5.393 -0.01 -0.03 -0.01
C 1.498 1.581 -4.019 0.13 0.15 0.08
C 1.043 -1.715 -1.630 0.02 0.05 0.14
C 0.165 -2.571 -0.973 -0.08 0.01 0.02
C 0.377 -3.941 -1.000 0.03 0.03 -0.02
C 1.472 -4.457 -1.673 0.03 0.03 0.01
C 2.382 -3.603 -2.285 -0.03 -0.08 0.04
C 2.177 -2.237 -2.255 0.00 0.03 -0.08
P -1.260 0.727 0.214 -0.19 0.94 0.26
C -2.816 -0.018 0.745 0.18 -0.22 0.06
C -4.003 0.685 0.513 0.04 -0.02 0.06
C -5.218 0.095 0.819 0.02 0.03 0.00
C -5.261 -1.174 1.375 0.00 -0.02 0.00
C -4.086 -1.867 1.623 0.05 0.03 -0.02
C -2.866 -1.295 1.302 0.09 -0.15 -0.07
C -1.633 2.489 0.359 -0.30 -0.11 -0.20
C -2.000 3.276 -0.726 0.06 0.04 -0.03
C -2.333 4.608 -0.528 0.01 -0.03 0.05
C -2.316 5.144 0.753 -0.01 0.02 -0.03
C -1.978 4.351 1.843 0.05 -0.02 0.02
C -1.631 3.026 1.645 -0.09 -0.01 0.05
H -5.003 -3.632 -2.760 -0.02 0.00 0.00
H -3.332 -3.159 -3.092 0.03 0.00 0.02
H -4.528 -3.227 -4.412 0.00 0.01 -0.01
H -4.208 0.322 -4.651 0.03 -0.01 0.00
H -3.129 -1.061 -4.636 0.00 -0.04 -0.02
H -3.235 1.190 -2.564 0.01 -0.04 0.02
H -1.969 0.965 -3.771 -0.01 0.03 -0.03
H -1.406 -1.256 -2.721 -0.02 0.05 0.01
H -2.626 -0.962 -1.499 0.00 0.00 -0.06
H 0.213 -1.557 -3.990 0.00 -0.01 0.01
H 0.287 -1.205 -6.389 0.01 -0.03 -0.02
H 1.182 0.906 -7.321 -0.01 0.01 -0.03
H 1.999 2.668 -5.786 0.01 0.03 -0.02
H 1.901 2.365 -3.398 0.00 -0.10 0.01
H -0.713 -2.181 -0.469 0.02 -0.01 -0.02
H -0.321 -4.605 -0.509 -0.03 -0.03 0.01
H 1.624 -5.527 -1.716 0.01 -0.04 0.00
H 3.248 -4.004 -2.792 0.04 -0.02 -0.02
H 2.880 -1.584 -2.758 0.01 0.04 -0.02
H -3.992 1.685 0.106 0.03 0.05 -0.04
H -6.134 0.635 0.627 -0.03 0.02 -0.01
H -6.215 -1.622 1.616 -0.03 -0.02 0.02
H -4.118 -2.853 2.063 0.00 -0.06 0.02
H -1.956 -1.851 1.478 -0.05 0.04 -0.02
H -2.005 2.856 -1.724 0.02 0.01 -0.02
H -2.609 5.226 -1.370 0.00 0.03 -0.05
H -2.574 6.183 0.904 -0.02 0.03 0.01
H -1.978 4.766 2.841 0.00 0.01 0.03
H -1.360 2.415 2.502 0.00 -0.02 0.01
Cl 1.470 2.973 3.891 0.04 0.09 -0.03
C 1.510 3.866 2.411 -0.09 0.13 0.16
C 1.334 3.246 1.173 0.06 0.05 0.16
C 1.250 4.093 0.080 0.05 0.14 -0.22
Cl 1.055 3.405 -1.489 0.06 -0.03 -0.08
C 1.328 5.481 0.162 -0.02 0.01 0.06
Cl 1.157 6.457 -1.235 0.02 -0.04 0.03
C 1.541 6.071 1.405 -0.01 -0.16 0.06
Cl 1.666 7.765 1.545 -0.01 -0.04 -0.01
C 1.635 5.253 2.537 -0.03 0.09 -0.12
Cl 1.867 5.983 4.068 -0.01 -0.07 -0.02
C -0.178 -3.141 2.684 0.06 -0.03 -0.04
C 1.297 -3.379 2.888 0.01 0.01 -0.03
O 2.026 -2.765 1.832 0.15 -0.28 0.12
C 3.420 -3.072 1.973 -0.06 0.02 0.04
C 4.142 -2.958 0.656 -0.02 0.06 -0.02
H -0.763 -3.559 3.502 0.02 0.00 0.05
H -0.508 -3.609 1.756 -0.01 0.01 -0.01
H -0.385 -2.072 2.625 0.03 0.01 0.03
H 1.503 -4.457 2.899 0.00 0.05 0.00
H 1.634 -2.981 3.856 -0.04 -0.01 -0.04
H 3.521 -4.093 2.358 0.01 0.00 -0.01
H 3.855 -2.407 2.724 0.00 -0.02 -0.02
H 3.826 -3.745 -0.024 -0.02 -0.05 -0.04
H 5.216 -3.056 0.815 0.03 -0.01 0.02
H 3.958 -1.995 0.181 -0.01 0.01 0.02
```
Positions in Å, forces in eV/Å.

* LUMO energy: -6.77 eV
* gap between HOMO and LUMO: 6.0 eV
* net charge: +2
* DFT total energy: -6180.1075 Ha
* spin multiplicity: 1
* E_HOMO: -12.753 eV
* energy above the lowest of the compared OMol25 structures with the same formula, charge and spin: 0.0 kJ/mol

Q: Number 2 is which compound?
A: C44H42BiBrN7O10